1.
The following is a DFT calculation (the ωB97M-V functional and the def2-TZVPD basis) of C13H23F3N4O3SSb as an isolated structure.

Each line ends with the natural charge from an NBO analysis.
Positions of all 48 atoms, in Å:
C  2.90  -1.90  2.53  -0.735
C  1.39  -1.78  2.36  0.707
O  0.72  -1.51  3.35  -0.621
N  0.82  -1.93  1.10  -0.821
C  1.38  -3.07  0.37  -0.428
Sb  0.82  -0.04  -0.02  1.595
C  -0.36  0.97  1.54  -0.816
C  -1.81  1.39  1.29  -0.495
S  -1.92  2.89  0.24  0.241
C  -3.52  2.61  -0.41  0.273
N  -4.64  3.11  -0.02  -0.293
N  -5.63  2.58  -0.85  -0.306
C  -5.00  1.80  -1.66  0.291
O  -3.68  1.77  -1.47  -0.418
C  1.05  1.80  -1.25  -0.781
C  2.35  1.90  -2.06  -0.527
C  3.49  2.51  -1.28  0.704
N  4.27  1.63  -0.48  -0.876
O  3.73  3.69  -1.30  -0.580
C  -0.91  -0.72  -1.22  -0.806
C  -1.55  -2.10  -0.99  -0.496
C  -2.46  -2.26  0.20  0.984
F  -2.59  -3.56  0.54  -0.342
F  -3.73  -1.82  -0.10  -0.359
F  -2.11  -1.60  1.31  -0.312
H  3.14  -2.81  3.09  0.217
H  3.42  -1.94  1.57  0.208
H  3.25  -1.03  3.09  0.237
H  1.66  -2.81  -0.66  0.195
H  2.26  -3.51  0.84  0.180
H  0.63  -3.88  0.31  0.176
H  2.25  0.44  0.92  -0.306
H  1.88  -0.84  -1.20  -0.288
H  -0.37  0.33  2.43  0.265
H  0.23  1.86  1.81  0.206
H  -2.29  1.65  2.24  0.213
H  -2.41  0.62  0.83  0.223
H  -5.45  1.20  -2.44  0.197
H  0.94  2.66  -0.59  0.213
H  0.21  1.85  -1.96  0.215
H  2.19  2.54  -2.93  0.214
H  2.63  0.90  -2.44  0.210
H  3.93  1.66  0.48  0.401
H  4.11  0.68  -0.80  0.368
H  -0.49  -0.75  -2.23  0.213
H  -1.71  0.03  -1.27  0.215
H  -2.21  -2.32  -1.84  0.212
H  -0.82  -2.91  -0.98  0.233

Output
net charge = -1
Kohn-Sham gap = 7.71 eV
total energy = -51480.402 eV
HOMO level = -0.1795 Eh
molecular weight = 494.173 g/mol
E_LUMO = 0.104 Ha

2.
The following is a DFT calculation (the ωB97M-V functional and the def2-TZVPD basis) of C13H23FNPSr as an isolated structure at a distorted geometry.

Each line ends with the Löwdin charge.
Positions of all 40 atoms, in Å:
C  2.71  1.65  -1.60  -0.102
C  2.79  1.10  -0.32  -0.054
C  1.80  0.19  0.11  -0.331
C  0.73  -0.03  -0.74  -0.318
C  0.65  0.49  -2.02  -0.398
C  1.67  1.33  -2.47  -0.060
C  1.95  -0.52  1.43  -0.166
C  1.44  0.36  2.60  -0.195
N  0.03  0.64  2.47  -0.297
Sr  1.32  -2.41  -1.28  1.460
C  -0.51  -0.04  -2.86  -0.334
P  -1.47  -1.12  -1.68  0.740
H  3.62  1.35  0.36  0.113
H  1.63  1.71  -3.49  0.105
H  3.49  2.34  -1.92  0.096
H  -0.18  -0.66  -3.71  0.079
H  -1.22  0.70  -3.25  0.083
H  1.41  -1.50  1.44  0.067
H  3.02  -0.75  1.62  0.116
H  1.61  -0.18  3.55  0.118
C  -2.87  -1.53  -2.78  -0.321
C  -2.25  0.26  -0.79  -0.260
H  1.99  1.32  2.61  0.116
C  -0.37  2.01  2.23  -0.109
C  -0.90  -0.14  3.25  -0.098
H  -1.32  -3.08  0.05  0.006
H  -0.27  2.64  3.14  0.080
H  0.27  2.44  1.44  0.084
H  -1.42  2.04  1.90  0.076
H  -0.96  0.20  4.30  0.080
H  -1.91  -0.07  2.81  0.076
H  -0.59  -1.20  3.25  0.088
H  -2.79  0.88  -1.51  0.047
H  -2.96  -0.15  -0.05  0.045
H  -1.47  0.85  -0.29  0.026
H  -3.13  -0.64  -3.35  0.029
H  -2.58  -2.34  -3.44  0.028
H  -3.73  -1.83  -2.16  0.041
H  -0.68  -3.11  0.41  0.006
F  1.44  -3.23  0.75  -0.764

Output
Kohn-Sham gap = 5.58 eV
energy relative to the best compared isomer or geometry (same formula, charge and spin) = 0.000 eV
total energy = -28184.345 eV
HOMO level = -0.2396 Eh
molecular weight = 330.926 g/mol
E_LUMO = -0.035 Ha

3.
The following is a DFT calculation (the ωB97M-V functional and the def2-TZVPD basis) of C13H23GeN2O4RhSe as an isolated structure at a distorted geometry.

Each line ends with the natural charge from an NBO analysis.
Positions of all 45 atoms, in Å:
Rh  0.12  0.05  0.33  0.996
O  3.15  0.14  3.15  -0.973
Se  1.71  0.29  2.45  2.676
O  1.16  -1.17  1.75  -1.068
O  1.72  1.12  0.93  -0.986
O  0.48  0.92  3.30  -1.038
C  -3.36  5.33  -0.23  -0.640
C  -2.55  4.07  -0.09  0.057
C  -1.29  4.07  0.49  -0.245
C  -0.57  2.89  0.60  0.077
N  -1.06  1.73  0.16  -0.427
C  -2.28  1.71  -0.40  0.060
C  -3.04  2.85  -0.54  -0.250
H  -2.81  6.19  0.15  0.225
H  -4.30  5.24  0.32  0.232
H  -3.61  5.51  -1.27  0.231
H  -0.86  4.99  0.87  0.228
H  0.41  2.85  1.05  0.261
H  -2.64  0.75  -0.73  0.220
H  -4.02  2.78  -1.00  0.224
C  -0.61  -3.98  2.45  -0.595
C  -1.84  -3.06  2.47  -0.519
C  -1.71  -1.99  1.49  0.498
N  -1.59  -1.15  0.71  -0.442
H  -0.71  -4.73  3.23  0.221
H  0.29  -3.40  2.62  0.256
H  -0.52  -4.48  1.49  0.216
H  -1.95  -2.59  3.45  0.265
H  -2.76  -3.61  2.25  0.252
C  2.12  -2.99  -0.75  -1.100
Ge  2.13  -1.38  -1.84  1.583
C  3.62  -0.21  -1.48  -1.095
C  2.14  -1.94  -3.71  -1.082
C  0.44  -0.39  -1.59  -0.826
H  3.03  -3.57  -0.94  0.230
H  1.26  -3.60  -1.00  0.218
H  2.08  -2.73  0.31  0.262
H  4.56  -0.77  -1.54  0.230
H  3.53  0.22  -0.49  0.262
H  3.65  0.59  -2.22  0.227
H  3.04  -2.52  -3.91  0.230
H  2.14  -1.07  -4.38  0.227
H  1.27  -2.56  -3.94  0.225
H  -0.44  -0.97  -1.90  0.195
H  0.45  0.57  -2.10  0.200

Output
Kohn-Sham gap (alpha / beta) = 8.42 / 8.42 eV
energy relative to the best compared isomer or geometry (same formula, charge and spin) = 0.655 eV
total energy = -149890.838 eV
HOMO level (alpha / beta) = -0.3169 / -0.3169 Eh
molecular weight = 525.813 g/mol
E_LUMO (alpha / beta) = -0.008 / -0.008 Ha

4.
The following is a DFT calculation (the ωB97M-V functional and the def2-TZVPD basis) of a 2-piece molecular cluster, C13H23I2N3O4P overall at a distorted geometry.

Each line ends with the natural charge from an NBO analysis.
Positions of all 46 atoms, in Å:
C  1.58  -3.90  -0.76  -0.635
C  1.91  -3.53  0.80  -0.413
C  2.13  -1.89  1.07  -0.230
N  1.49  -1.19  -0.09  -0.497
N  2.02  0.02  -0.42  -0.373
C  1.87  0.38  -1.88  0.018
I  -0.13  0.57  -2.86  0.128
C  3.11  0.58  -2.73  -0.124
C  3.11  0.96  -4.32  -0.688
I  5.11  0.35  -1.77  0.128
C  1.72  1.15  0.52  -0.239
C  0.40  1.00  1.47  -0.523
C  -1.04  0.94  0.68  0.098
N  -1.91  1.98  0.47  -0.568
P  3.22  1.35  1.76  1.382
O  3.22  2.82  2.41  -1.083
C  1.75  2.58  -0.35  0.720
O  2.96  3.13  -0.62  -0.732
O  0.55  3.31  -0.79  -0.763
H  2.35  -3.34  -1.47  0.237
H  1.78  -5.07  -0.88  0.198
H  0.45  -3.70  -1.07  0.216
H  1.04  -3.94  1.50  0.193
H  2.92  -4.04  1.13  0.203
H  3.29  -1.69  1.15  0.216
H  1.66  -1.69  2.12  0.176
H  0.46  -1.26  -0.14  0.357
H  3.41  0.03  -4.99  0.225
H  4.00  1.74  -4.48  0.234
H  2.14  1.50  -4.70  0.255
H  0.36  1.98  2.15  0.284
H  0.42  0.10  2.22  0.210
H  -1.37  -0.12  0.24  0.131
H  -2.71  1.57  -0.10  0.358
H  3.00  0.44  2.90  -0.077
H  4.49  1.10  1.14  -0.025
C  -6.92  0.77  0.10  -0.719
C  -5.56  0.67  0.75  0.599
O  -4.53  0.84  0.10  -0.547
C  -5.52  0.34  2.22  -0.722
H  -6.79  1.02  -0.96  0.239
H  -7.45  -0.18  0.18  0.225
H  -7.49  1.57  0.57  0.229
H  -5.99  -0.64  2.39  0.223
H  -6.04  1.11  2.79  0.230
H  -4.48  0.29  2.55  0.249

Output
net charge = -1
Kohn-Sham gap = 6.44 eV
energy relative to the best compared isomer or geometry (same formula, charge and spin) = 7.267 eV
total energy = -51996.388 eV
HOMO level = -0.1571 Eh
molecular weight = 570.126 g/mol
E_LUMO = 0.079 Ha

5.
The following is a DFT calculation (the ωB97M-V functional and the def2-TZVPD basis) of C13H23I2OP2Pt as an isolated structure at a distorted geometry.

Each line ends with the natural charge from an NBO analysis.
Positions of all 42 atoms, in Å:
I  -3.66  1.30  -4.06  0.553
I  -1.14  1.38  -5.02  0.455
Pt  -0.06  0.12  -0.69  0.475
P  0.27  2.40  -0.37  0.981
C  1.93  2.96  -0.88  -0.951
C  -0.91  3.48  -1.22  -0.946
H  -0.69  4.52  -0.93  0.277
H  0.37  3.96  1.50  0.280
H  -1.92  3.23  -0.89  0.259
H  -0.77  2.62  1.82  0.255
H  2.04  2.82  -1.96  0.252
H  -0.83  3.33  -2.30  0.235
C  0.21  2.88  1.39  -0.943
H  2.04  4.02  -0.65  0.278
H  0.98  2.34  1.94  0.252
H  2.70  2.39  -0.34  0.263
P  -0.94  -2.00  -1.02  0.980
C  0.26  -3.16  -1.77  -0.951
C  -1.36  -2.84  0.56  -0.943
H  -3.21  -1.46  -1.58  0.256
H  -2.78  -3.13  -2.05  0.277
H  -2.22  -1.71  -3.03  0.238
C  -2.44  -2.09  -2.03  -0.948
H  -2.10  -2.25  1.10  0.255
H  -1.77  -3.83  0.37  0.280
H  -0.20  -4.16  -1.84  0.278
H  1.16  -3.22  -1.16  0.262
H  -0.46  -2.93  1.18  0.251
H  0.50  -2.81  -2.78  0.255
C  1.48  -0.14  -1.75  0.427
O  2.56  -0.38  -2.14  -0.384
C  1.34  -0.95  3.90  0.038
C  0.02  -0.53  3.66  -0.169
C  -0.39  -0.22  2.34  -0.260
C  0.55  -0.35  1.32  0.000
C  1.86  -0.76  1.52  -0.304
C  2.26  -1.07  2.83  -0.126
H  1.65  -1.19  4.90  0.268
H  -0.72  -0.43  4.46  0.277
H  -1.36  0.11  2.04  0.247
H  2.47  -0.81  0.63  0.245
H  3.29  -1.40  3.00  0.275

Output
net charge = +3
Kohn-Sham gap (alpha / beta) = 4.48 / 4.54 eV
energy relative to the best compared isomer or geometry (same formula, charge and spin) = 0.200 eV
total energy = -53896.457 eV
HOMO level (alpha / beta) = -0.6126 / -0.6840 Eh
molecular weight = 706.160 g/mol
spin multiplicity = 5
E_LUMO (alpha / beta) = -0.448 / -0.517 Ha

6.
The following is a DFT calculation (the ωB97M-V functional and the def2-TZVPD basis) of C13H24BNaO11 as an isolated structure at a distorted geometry.

Each line ends with the natural charge from an NBO analysis.
Positions of all 50 atoms, in Å:
Na  0.51  0.21  -1.04  0.934
O  3.58  -0.78  6.79  -0.533
C  2.72  -1.00  6.00  0.676
O  2.05  -0.09  5.29  -0.662
B  1.04  -0.76  4.46  1.155
O  1.18  -2.18  4.73  -0.667
C  2.15  -2.39  5.61  0.678
O  2.52  -3.44  6.03  -0.535
O  1.30  -0.50  3.01  -0.633
C  0.25  0.05  2.47  0.708
O  0.13  0.36  1.31  -0.663
C  -0.80  0.27  3.58  0.683
O  -0.31  -0.22  4.69  -0.630
O  -1.85  0.84  3.41  -0.555
C  1.65  3.75  -2.28  -0.628
C  0.39  3.91  -1.43  0.095
C  -0.73  4.62  -2.16  -0.633
O  -0.06  2.58  -1.08  -0.768
H  2.49  4.32  -1.88  0.225
H  1.51  4.21  -3.27  0.211
H  1.91  2.71  -2.44  0.210
H  0.64  4.44  -0.51  0.174
H  -0.40  5.56  -2.61  0.224
H  -1.56  4.80  -1.47  0.211
H  -1.08  3.99  -2.98  0.208
H  -0.99  2.62  -0.82  0.486
C  0.27  -2.93  -1.69  -0.638
C  1.71  -2.79  -1.23  0.085
C  2.69  -2.69  -2.37  -0.626
O  1.79  -1.64  -0.36  -0.782
H  0.08  -2.21  -2.51  0.195
H  -0.43  -2.71  -0.89  0.225
H  0.05  -3.90  -2.13  0.233
H  1.98  -3.67  -0.64  0.179
H  3.72  -2.64  -2.02  0.222
H  2.48  -1.83  -3.01  0.198
H  2.61  -3.58  -2.99  0.220
H  2.39  -1.81  0.37  0.507
C  -2.62  -0.77  0.08  -0.638
C  -2.84  -0.76  -1.41  0.094
C  -4.18  -0.14  -1.75  -0.635
O  -1.77  0.03  -2.05  -0.784
H  -2.80  0.21  0.52  0.234
H  -1.64  -1.15  0.37  0.220
H  -3.29  -1.51  0.52  0.227
H  -2.79  -1.75  -1.86  0.168
H  -4.35  -0.05  -2.82  0.204
H  -4.23  0.86  -1.31  0.214
H  -4.96  -0.77  -1.33  0.230
H  -2.15  0.30  -2.89  0.478

Output
Kohn-Sham gap = 8.52 eV
energy relative to the best compared isomer or geometry (same formula, charge and spin) = 0.000 eV
total energy = -41492.894 eV
HOMO level = -0.3357 Eh
molecular weight = 390.126 g/mol
E_LUMO = -0.022 Ha

7.
The following is a DFT calculation (the ωB97M-V functional and the def2-TZVPD basis) of C13H24Br2N3O2STc as an isolated structure at a distorted geometry.

Each line ends with the natural charge from an NBO analysis.
Positions of all 46 atoms, in Å:
Tc  0.04  0.15  -0.29  0.781
C  -0.31  1.43  2.43  -0.440
N  0.00  0.08  1.87  -0.381
C  -1.02  -0.88  2.39  -0.425
C  1.35  -0.37  2.32  -0.256
C  2.42  0.26  1.47  -0.255
N  2.17  -0.04  0.03  -0.378
C  2.59  -1.44  -0.30  -0.430
C  2.99  0.88  -0.81  -0.438
H  -0.37  1.37  3.52  0.252
H  -1.27  1.77  2.05  0.227
H  0.46  2.15  2.16  0.218
H  -0.96  -0.91  3.48  0.244
H  -0.83  -1.87  2.01  0.227
H  -2.01  -0.55  2.10  0.218
H  1.39  -1.46  2.24  0.236
H  1.50  -0.11  3.37  0.258
H  3.41  -0.11  1.76  0.264
H  2.43  1.34  1.59  0.226
H  3.66  -1.55  -0.14  0.242
H  2.37  -1.66  -1.35  0.232
H  2.06  -2.17  0.31  0.231
H  4.05  0.73  -0.60  0.250
H  2.75  1.92  -0.60  0.220
H  2.84  0.66  -1.87  0.231
Br  0.13  0.59  -2.95  0.307
C  -0.04  2.50  -2.61  -0.486
Br  -0.02  2.73  -0.68  0.284
H  -0.98  2.86  -3.00  0.277
H  0.81  3.02  -3.04  0.283
S  -2.57  0.31  -0.76  0.352
C  -4.26  0.04  -0.33  0.052
N  -4.73  -1.19  -0.07  -0.443
C  -6.03  -1.43  0.20  0.116
C  -6.93  -0.39  0.22  -0.203
C  -6.47  0.89  -0.05  -0.057
C  -5.12  1.11  -0.33  -0.217
H  -4.09  -1.97  -0.14  0.477
H  -6.31  -2.45  0.39  0.268
H  -7.97  -0.58  0.43  0.286
H  -7.16  1.73  -0.05  0.276
H  -4.76  2.11  -0.55  0.264
O  -2.46  -2.07  -0.73  -0.626
C  -1.31  -2.51  -0.67  0.701
O  -0.22  -1.84  -0.42  -0.661
H  -1.16  -3.58  -0.88  0.195

Output
net charge = +3
Kohn-Sham gap (alpha / beta) = 5.43 / 5.51 eV
total energy = -175525.320 eV
HOMO level (alpha / beta) = -0.6725 / -0.6709 Eh
molecular weight = 544.229 g/mol
spin multiplicity = 2
E_LUMO (alpha / beta) = -0.473 / -0.469 Ha

8.
The following is a DFT calculation (the ωB97M-V functional and the def2-TZVPD basis) of C13H24Cl8NO as an isolated structure at a distorted geometry.

Each line ends with the natural charge from an NBO analysis.
Positions of all 47 atoms, in Å:
C  0.16  -2.90  -2.84  -0.632
C  0.28  -3.52  -1.39  0.109
C  1.80  -3.21  -0.97  -0.396
C  1.97  -1.91  -0.44  -0.417
C  0.95  -1.56  0.61  -0.369
C  -0.62  -1.77  0.12  0.091
N  -0.80  -3.13  -0.46  -0.065
O  -2.20  -3.38  -0.95  -0.312
C  -1.41  -1.49  1.37  -0.629
C  -0.96  -0.61  -0.87  -0.643
C  0.39  -5.06  -1.51  -0.615
H  -0.83  -3.02  -3.27  0.226
H  0.84  -3.38  -3.53  0.214
H  0.32  -1.82  -2.81  0.208
H  2.10  -3.86  -0.15  0.205
H  2.44  -3.26  -1.85  0.224
H  1.81  -1.09  -1.15  0.189
H  2.96  -1.77  0.00  0.216
H  1.13  -0.49  0.75  0.216
H  1.05  -2.19  1.50  0.201
H  -2.45  -1.82  1.30  0.236
H  -1.03  -1.80  2.34  0.214
H  -1.70  -0.44  1.48  0.220
H  -1.58  -0.87  -1.73  0.232
H  -1.48  0.27  -0.49  0.214
H  -0.12  -0.12  -1.36  0.204
H  0.65  -5.38  -0.49  0.210
H  1.02  -5.45  -2.31  0.219
H  -0.54  -5.55  -1.79  0.223
Cl  -4.30  6.26  2.46  -0.008
C  -3.00  5.43  1.78  -0.437
C  -3.29  5.25  0.24  -0.363
Cl  -1.70  4.91  -0.54  -0.077
H  -2.87  4.45  2.23  0.210
H  -2.16  6.07  2.06  0.236
H  -3.79  6.14  -0.16  0.229
H  -3.92  4.37  0.08  0.221
C  4.17  2.62  0.89  -0.262
Cl  4.68  3.13  2.51  0.025
Cl  5.36  1.45  0.20  -0.002
Cl  3.88  4.04  -0.19  0.004
H  3.22  2.10  1.01  0.228
C  -0.18  2.84  1.54  -0.299
Cl  -0.36  1.74  2.92  0.013
Cl  0.84  2.37  0.23  0.062
Cl  0.46  4.28  2.36  -0.011
H  -1.19  3.14  1.26  0.238

Output
Kohn-Sham gap (alpha / beta) = 9.75 / 9.43 eV
total energy = -117582.752 eV
HOMO level (alpha / beta) = -0.3466 / -0.3723 Eh
molecular weight = 493.965 g/mol
spin multiplicity = 2
E_LUMO (alpha / beta) = 0.012 / -0.026 Ha

Which value of molecular weight does entry 1 give? 494.173 g/mol

Which formula does entry 8 have? C13H24Cl8NO

Among the records above, which one has the highest molecular weight? C13H23I2OP2Pt